# 1
Computed, not measured: a structure of composition C30H71N9O9V, with wB97M-V/def2-TZVPD.

Last column: Mulliken spin population.
CARTESIAN COORDINATES (ANGSTROEM)
C -14.49 -6.85 -10.89  0.0005
H -10.62 -16.83 -10.92  0.0000
H -12.07 -5.31 -12.59  -0.0001
H -14.76 -6.27 -10.00  0.0000
H -3.99 -15.57 -7.88  0.0000
H -14.84 -14.71 -8.83  0.0000
O -13.10 -11.56 -9.02  0.0211
H -12.30 -8.33 -5.39  -0.0001
N -11.09 -15.22 -9.63  0.0020
H -5.13 -13.19 -8.03  0.0000
C -11.73 -8.68 -6.26  -0.0004
H -10.46 -5.71 -13.29  0.0000
V -11.74 -10.88 -10.54  1.2573
H -9.60 -12.20 -14.03  0.0004
N -14.95 -12.70 -8.34  0.0018
H -6.82 -14.97 -5.06  0.0000
H -10.30 -7.37 -11.75  0.0011
O -10.49 -10.80 -9.55  -0.3463
N -7.45 -8.16 -8.90  0.0000
H -17.21 -6.86 -10.46  0.0000
H -7.26 -17.14 -7.14  0.0000
H -15.68 -13.77 -10.08  0.0001
C -7.86 -13.11 -8.47  0.0001
H -11.96 -10.98 -14.27  0.0007
H -11.46 -17.31 -9.43  0.0000
C -15.97 -12.83 -7.32  -0.0006
H -12.33 -15.49 -7.91  -0.0001
H -9.81 -16.84 -9.33  0.0001
C -10.74 -16.62 -9.86  -0.0002
H -16.03 -12.03 -6.59  -0.0001
C -6.48 -15.50 -5.95  0.0000
H -13.47 -14.07 -15.58  0.0000
O -11.32 -13.15 -10.53  0.0070
C -5.19 -13.82 -7.15  0.0000
H -11.78 -13.83 -8.24  -0.0001
H -6.67 -10.83 -11.51  0.0001
C -14.01 -11.76 -8.23  0.0046
O -11.39 -9.09 -11.81  0.0163
H -8.62 -9.91 -8.51  -0.0009
H -6.98 -9.90 -7.82  -0.0001
C -7.35 -11.68 -11.53  -0.0009
H -7.50 -17.37 -5.42  0.0000
H -5.74 -7.66 -7.79  0.0000
C -10.63 -6.49 -6.60  0.0000
H -5.13 -13.26 -6.20  0.0000
H -11.17 -5.99 -5.80  0.0000
H -10.90 -14.80 -11.64  0.0007
C -11.12 -7.95 -12.19  0.0065
H -16.95 -12.84 -7.81  0.0001
H -7.19 -12.25 -8.63  0.0002
H -8.52 -14.22 -6.90  0.0000
H -14.79 -12.86 -15.81  0.0000
N -15.47 -7.89 -11.08  -0.0001
H -8.08 -11.45 -10.75  0.0011
H -8.20 -8.94 -7.11  0.0000
C -7.51 -16.61 -6.21  0.0000
C -12.96 -7.84 -13.82  0.0000
C -16.85 -7.45 -11.31  0.0000
O -14.09 -9.65 -10.74  0.0209
C -7.75 -8.07 -10.21  0.0000
O -10.08 -11.42 -12.23  -0.0104
C -11.09 -14.35 -10.65  -0.0001
H -3.13 -14.06 -7.65  0.0000
H -7.17 -7.25 -10.66  -0.0001
H -3.50 -14.92 -6.25  0.0000
H -12.72 -7.98 -14.87  0.0000
C -9.28 -11.88 -13.03  0.0043
H -16.92 -6.79 -12.17  0.0000
H -7.67 -13.71 -9.35  -0.0001
C -7.85 -9.28 -8.09  0.0039
H -13.19 -10.99 -15.64  0.0000
N -13.37 -12.50 -14.26  0.0012
H -9.65 -6.82 -6.24  0.0000
H -6.29 -11.96 -14.03  0.0000
C -14.89 -13.75 -9.34  -0.0004
C -13.52 -12.50 -12.95  0.0034
C -11.51 -14.89 -8.29  0.0003
H -8.86 -12.69 -8.51  0.0003
H -6.67 -12.46 -11.17  0.0000
H -13.75 -7.10 -13.69  0.0000
O -12.95 -11.73 -12.17  -0.0067
H -11.84 -12.07 -15.65  0.0000
H -7.17 -6.59 -7.54  0.0000
C -12.53 -11.56 -14.98  0.0001
N -7.98 -12.01 -12.78  0.0013
H -5.55 -16.02 -5.75  0.0000
H -13.51 -7.32 -10.82  0.0003
H -6.65 -13.56 -13.36  0.0001
C -14.18 -13.40 -15.09  -0.0002
C -11.53 -5.87 -13.35  0.0003
H -7.52 -12.87 -6.32  0.0000
C -7.10 -12.64 -13.75  -0.0002
H -10.33 -5.72 -7.31  0.0000
H -7.60 -12.85 -14.69  0.0000
N -11.41 -7.58 -7.13  0.0001
H -12.42 -9.40 -6.70  0.0000
H -17.51 -8.30 -11.42  0.0000
C -3.92 -14.70 -7.23  0.0000
H -14.31 -13.19 -12.63  0.0007
H -15.86 -13.76 -6.76  0.0001
H -11.86 -5.53 -14.33  0.0000
N -6.44 -14.58 -7.09  0.0000
H -16.10 -9.83 -11.05  0.0001
N -11.83 -7.29 -13.10  -0.0012
C -7.58 -13.68 -7.07  -0.0004
C -15.20 -9.20 -10.96  0.0001
H -10.83 -9.16 -5.88  0.0000
H -10.64 -15.02 -7.64  0.0001
H -6.22 -6.45 -8.99  0.0000
H -14.84 -14.04 -14.50  0.0000
O -11.96 -8.66 -9.05  0.0049
C -6.58 -7.17 -8.26  0.0000
H -8.54 -16.26 -6.27  0.0000
H -11.41 -6.74 -9.03  -0.0001
H -13.33 -8.77 -13.38  0.0006
H -14.44 -6.13 -11.70  0.0000
C -11.57 -7.66 -8.46  0.0003
H -13.91 -13.68 -9.82  0.0014
H -14.14 -11.12 -7.35  0.0033
O -8.48 -8.82 -10.83  -0.0001

Output
net charge = +2
orbital gap (spin up / spin down) = 6.9 / 7.5 eV
energy relative to the best compared isomer or geometry (same formula, charge and spin) = 28.0 kcal per mole
electronic energy = -3299.2363 hartree
2S+1 = 2
HOMO level (spin up / spin down) = -0.42873 / -0.42873 hartree
E_LUMO (spin up / spin down) = -4.80 / -4.19 eV

# 2
Computed, not measured: a structure of composition C30H72Br3N5O5, with wB97M-V/def2-TZVPD.

Last column: Löwdin charge in e.
CARTESIAN COORDINATES (ANGSTROEM)
C 5.33 -4.13 -1.91  -0.1308
H 1.35 1.41 3.97  0.1153
H 1.22 -2.33 -1.76  0.0620
C -3.01 -3.63 1.85  -0.0496
H -1.30 3.21 0.66  -0.0610
H 2.44 -0.47 6.10  0.1711
H -1.04 0.24 3.04  0.0137
H 2.35 3.68 0.99  0.0658
H 2.35 1.29 2.56  0.1312
C 5.14 -2.97 -2.89  -0.1632
C -3.49 2.55 -6.23  -0.3031
H 4.37 -3.26 -3.62  0.1108
H 2.23 -5.50 -1.11  0.1119
H -1.28 0.27 4.88  0.0836
H -5.13 -4.12 3.15  0.1018
C -3.70 1.76 -4.94  -0.0269
H -3.82 -4.08 1.25  0.1090
H 3.39 0.28 -1.10  0.1042
Br -4.34 2.53 -0.71  -0.1093
H 0.92 -0.93 4.33  0.0720
H -4.24 2.39 -4.22  0.0880
H 3.78 -0.35 3.55  0.1513
N -2.66 1.65 -7.12  0.2080
H -3.34 -0.83 5.88  0.1017
H -2.51 2.37 -0.17  -0.1369
H 3.27 3.50 -0.56  0.0996
H 2.18 -2.22 4.13  0.0901
H 3.41 -6.07 -2.28  0.1189
H -4.42 2.70 -6.78  0.1620
H -2.20 -3.30 1.18  0.0139
O 1.64 2.25 -0.22  -0.2245
H 1.83 -0.88 -2.56  0.1046
H 2.13 -0.58 -0.15  0.0217
H 5.58 -4.97 -2.56  0.1414
O -2.21 4.20 -7.38  -0.2201
C -4.59 -1.76 1.71  -0.1319
H 6.22 -3.80 -1.38  0.1342
N 3.43 -3.10 -0.59  0.1223
C -3.79 0.41 2.67  -0.1489
H 2.30 -2.41 -3.27  0.0918
C -1.33 3.32 -2.09  -0.0947
C -0.60 2.48 -1.04  -0.3397
N 3.25 -0.22 5.52  0.2328
N -1.44 2.32 0.18  0.0710
C 3.18 -0.63 -0.51  -0.0462
H 0.68 4.05 -0.26  0.1137
H -4.05 -1.62 0.79  0.1210
H 1.49 -1.32 2.76  0.0275
C -5.03 -0.41 2.27  -0.1521
C 2.36 1.17 3.64  -0.1691
H -2.57 -4.39 2.50  0.0905
H -1.82 1.28 -6.69  0.1689
C -1.70 0.46 3.89  -0.0699
H -2.24 2.26 -7.85  0.1655
H 5.08 -6.13 -0.23  0.1056
C 3.03 -5.16 -1.79  0.0024
H 5.47 -1.34 -1.60  0.1396
H 2.66 3.66 3.13  0.0514
H -5.50 -2.34 1.53  0.1404
H -0.69 5.61 -7.00  0.0942
H -3.12 0.92 -7.67  0.1790
H 1.29 3.39 -1.81  0.1283
C 2.83 3.43 4.18  -0.0818
H -3.10 0.37 1.81  0.0902
H -1.46 5.60 -8.62  0.0983
H -2.28 6.25 -7.22  0.0975
C 1.81 -1.26 3.80  -0.0374
H -3.75 0.83 5.38  0.1100
H 2.53 -4.64 -2.59  0.0771
H 3.66 3.98 4.63  0.0967
C 4.62 -1.72 -2.18  -0.1455
H -4.87 -0.43 5.07  0.0843
H 3.55 0.76 5.72  0.1629
O 2.80 -3.11 0.60  0.1518
H -2.77 1.54 -4.42  0.0815
C 3.35 -1.85 -1.41  -0.4717
C -4.72 -3.28 3.70  0.0234
C 2.07 -1.92 -2.30  0.0141
C -2.80 3.89 -6.10  -0.1407
C -1.61 5.46 -7.56  -0.0751
H 4.47 -0.94 -2.93  0.1417
H -4.33 0.90 -5.22  0.1031
H -0.20 1.50 -1.40  0.1301
C -3.76 -2.60 2.65  -0.4736
C -3.06 -0.25 3.79  -0.4365
H -5.54 -2.74 4.19  0.0976
H -2.39 3.02 -1.92  -0.0735
H -5.51 0.12 1.45  0.1002
H 6.02 -2.73 -3.47  0.1268
C 4.64 -5.22 0.15  -0.0104
C 0.78 3.14 -0.89  -0.2237
C -3.80 -0.22 5.11  0.0030
H -4.15 1.43 2.88  0.1553
O 3.23 2.07 4.34  -0.2285
H 4.01 -0.61 0.23  0.1044
Br -0.52 3.97 2.69  -0.2395
C 2.73 2.98 0.24  -0.1380
H -5.73 -0.45 3.11  0.1121
H -1.12 3.06 -3.15  0.0677
H 4.00 -0.87 5.71  0.1685
H 3.38 2.30 0.78  0.0747
H 5.32 -4.63 0.75  0.1011
H -2.01 3.80 -5.35  0.1220
H -1.34 4.40 -1.95  0.0979
Br -0.55 -1.12 0.65  -0.1260
H 3.78 -5.57 0.74  0.0959
C 2.83 -0.18 4.04  -0.3077
H -3.52 4.66 -5.79  0.1566
O -1.68 -2.29 3.81  0.1431
H 1.90 3.58 4.73  0.0724
H -4.13 -3.66 4.53  0.0874
H -1.92 1.52 3.79  0.0421
N -2.76 -1.77 3.40  0.0824
H -1.24 1.57 0.83  0.0222
C 4.13 -4.42 -1.04  -0.4419

Output
net charge = +2
orbital gap = 3.0 eV
electronic energy = -9557.5241 hartree
HOMO level = -0.39275 hartree
E_LUMO = -7.72 eV

# 3
Computed, not measured: a structure of composition C30H72LiN3O22P, with wB97M-V/def2-TZVPD.

Last column: Löwdin charge in e.
CARTESIAN COORDINATES (ANGSTROEM)
C -4.82 1.92 2.10  -0.1482
O -0.20 0.45 0.85  -0.3833
H -4.52 -2.39 1.36  0.1208
O 1.92 1.08 0.71  -0.3881
H 4.56 1.57 -1.77  0.0717
H 0.16 2.26 -2.75  -0.0111
C -1.44 -1.35 3.53  -0.0589
H 3.54 -1.98 0.64  0.1120
C 1.27 4.52 -0.35  -0.0123
H -1.09 -0.90 -3.87  0.1019
H 1.79 3.23 2.63  0.1492
H -5.27 -4.51 0.29  0.0865
C -3.17 -3.16 -0.31  -0.1822
H 5.30 2.52 -2.98  0.1406
H 0.01 -2.12 -4.46  0.0949
N -4.53 -2.80 -0.72  -0.3379
H 1.51 2.10 -5.23  0.1174
C -2.13 -2.18 -0.18  -0.2744
H -3.04 -6.89 -3.61  0.0236
H -0.12 -2.14 -2.78  0.1077
C -4.62 2.91 0.87  -0.0721
H -1.75 -7.02 -4.84  0.1366
C -3.00 1.50 -0.36  -0.0419
O 1.55 2.55 4.57  -0.0086
H -4.82 3.87 1.18  0.1072
O -0.14 -4.67 -3.96  0.0347
H 9.44 -4.29 -0.91  0.1568
O 5.43 -2.65 0.14  -0.0257
C -0.03 5.96 1.12  -0.4892
C 3.27 -0.31 -2.81  -0.0046
O 7.34 -3.51 -0.72  -0.0835
O -2.32 -5.08 -4.00  -0.0191
C 0.53 -2.70 3.41  -0.4571
O 1.45 2.04 6.74  0.0069
C 1.71 1.61 5.56  -0.5425
H 0.34 4.15 -0.52  0.0164
H 0.89 1.71 2.88  0.0282
H 1.35 5.08 -1.16  0.0527
H -6.55 -3.80 -0.79  0.1446
H -4.06 3.56 -1.42  0.1044
C 2.29 -4.42 3.86  -0.0607
O 0.96 -3.99 3.79  -0.0136
H 4.98 -0.76 1.34  0.1649
Li 1.28 -0.60 1.44  0.5588
C -3.11 3.79 -0.91  0.0390
C -5.42 -4.09 -0.67  0.0332
O -6.30 1.99 2.21  -0.0906
H -3.11 -3.81 0.50  0.1344
C -2.21 3.04 1.32  -0.0111
H -2.89 0.83 0.55  0.0941
O -1.75 -2.94 -3.81  -0.0305
H -3.49 4.55 -0.37  0.0474
H -3.72 1.09 -1.14  0.1107
H -2.20 -1.60 -1.13  0.1307
O -0.76 -2.52 3.72  0.0167
H 2.56 1.03 7.98  0.1087
H 2.55 -4.78 4.85  0.0858
C 1.69 2.21 3.22  -0.0472
H -1.94 2.42 2.08  0.0837
O -0.07 6.32 2.44  0.0007
N -3.22 2.85 0.29  -0.3516
C 4.57 -1.49 0.43  -0.0259
O 1.03 -0.77 -0.39  -0.5377
H 2.03 3.67 -0.01  0.1450
C -1.20 7.11 2.69  -0.0573
H -2.21 3.99 1.73  0.0791
H 1.03 1.71 8.77  0.1110
H -5.34 2.52 -0.01  0.1780
C -5.05 -2.12 0.42  -0.0620
H -5.05 -4.84 -1.47  0.1474
H 4.26 1.64 -5.41  0.1080
H -4.41 2.39 2.96  0.1005
H 4.86 0.05 -5.02  0.1070
H -0.10 -2.01 -0.29  0.0469
H -1.46 -1.05 2.44  0.0900
O 1.26 -1.94 2.81  0.0806
H -4.20 -2.77 -2.87  0.0753
H -1.18 3.07 0.75  0.1448
H -1.40 -6.75 -3.02  0.1383
H -2.46 -1.45 3.75  0.0751
H 1.10 0.19 7.80  0.0675
H -4.06 -1.29 -2.05  0.1336
C -0.76 -1.93 -3.68  -0.0442
O -0.81 -2.74 -0.10  -0.0624
H -5.76 -2.18 -2.06  0.1114
H -2.63 -3.69 -1.04  0.1351
H -2.12 3.78 -1.61  0.1947
H -4.53 0.79 2.13  0.1368
O 1.16 5.36 0.82  -0.0215
C -4.67 -2.28 -2.09  0.0494
C 6.45 -2.39 -0.74  -0.4895
H 8.99 -2.27 -0.90  0.1350
H 2.83 -0.18 -1.80  0.0604
C 3.97 0.67 -4.98  0.0095
H -1.95 6.70 2.05  0.0645
H -2.04 1.47 -0.97  0.1007
C 4.86 1.45 -2.78  -0.0319
H -4.73 -0.94 0.51  0.1479
H 5.80 0.75 -2.61  0.1358
H -6.68 1.48 1.48  0.0717
H 2.51 -0.95 -3.31  0.0955
O 1.92 0.37 5.37  0.0493
C 2.65 2.14 -3.42  -0.1134
P 0.73 0.87 -0.13  -0.1336
H 2.92 0.41 -5.43  0.1401
N 3.63 0.98 -3.56  -0.3119
C 1.38 1.93 -4.17  -0.2699
O 6.74 -1.37 -1.33  0.0781
C 1.46 1.17 7.90  -0.0077
H 4.32 -0.93 -0.44  0.0198
H 2.49 -5.36 3.14  0.1514
H 3.11 3.06 -3.66  0.1264
H 2.43 2.35 -2.44  0.0947
H -1.51 6.68 3.83  0.1657
H -2.28 -1.66 0.62  0.0373
H 1.11 0.87 -4.10  0.1114
H -0.90 -0.61 4.08  0.1001
H 2.98 -3.70 3.79  0.0376
O -0.92 6.01 0.22  0.0323
C 8.66 -3.37 -1.26  -0.0784
O 0.39 2.72 -3.58  -0.0734
O 0.33 1.62 -1.34  -0.3229
H 2.55 1.76 3.28  0.0385
H 4.20 -1.09 -2.71  0.1523
C -2.16 -6.52 -3.88  -0.0078
C -1.36 -4.21 -3.95  -0.5456
H -1.14 8.12 2.75  0.0537
H -6.10 -2.29 0.74  0.1186
H 8.57 -3.48 -2.28  0.0357

Output
net charge = +1
orbital gap = 5.3 eV
energy relative to the best compared isomer or geometry (same formula, charge and spin) = 25.6 kcal per mole
electronic energy = -3354.0073 hartree
HOMO level = -0.28688 hartree
E_LUMO = -2.52 eV

# 4
Computed, not measured: a structure of composition C30H73AsBF6N3O4Sn, with wB97M-V/def2-TZVPD.

Last column: Mulliken spin population.
CARTESIAN COORDINATES (ANGSTROEM)
C -20.03 40.06 -9.22  0.0046
C -12.11 36.11 -15.39  0.0000
H -11.29 41.24 -14.74  0.0000
H -14.31 32.64 -15.84  0.0000
F -17.02 40.32 -12.32  -0.0023
N -12.19 38.63 -9.76  -0.0960
C -16.59 33.34 -10.23  0.0000
F -15.64 39.38 -10.36  -0.0413
H -20.12 37.05 -12.40  0.0000
H -9.61 37.70 -7.77  -0.0009
H -9.92 37.63 -9.59  0.0014
H -10.61 40.71 -11.91  -0.0040
H -11.99 38.63 -7.58  0.0300
C -11.51 39.02 -11.04  0.0164
H -19.89 37.45 -7.10  -0.0009
H -19.08 37.50 -8.72  -0.0008
H -12.32 41.61 -13.38  0.0029
C -18.49 40.07 -16.58  0.0000
H -16.00 43.38 -9.30  0.0008
C -11.86 36.77 -14.04  -0.0001
H -21.20 36.21 -8.58  0.0001
C -19.96 37.00 -13.48  0.0001
H -19.09 39.98 -9.77  -0.0030
H -13.82 36.32 -18.44  0.0000
O -19.20 40.90 -17.14  0.0000
H -19.28 38.30 -16.08  0.0000
C -10.34 37.66 -8.58  0.0041
C -17.35 40.40 -15.66  0.0000
H -19.61 42.02 -8.46  0.0005
H -20.66 42.00 -9.94  0.0001
H -12.39 39.96 -14.11  -0.0015
H -20.22 33.92 -12.47  0.0000
H -17.01 40.55 -6.72  -0.0186
H -14.23 39.43 -15.79  0.0000
B -16.65 42.52 -9.27  -0.0220
C -12.96 37.41 -10.05  -0.0018
H -10.80 36.68 -8.44  0.0004
C -20.51 35.58 -13.81  0.0000
C -17.26 33.71 -8.91  0.0001
H -18.54 35.41 -8.30  0.0000
H -16.66 41.04 -16.20  0.0000
H -18.96 37.08 -13.91  0.0000
H -16.88 39.48 -15.30  0.0000
H -19.59 33.66 -14.11  0.0000
C -18.63 38.58 -16.92  0.0000
H -19.25 39.18 -6.08  -0.0005
H -15.70 32.75 -10.03  0.0000
H -17.24 32.69 -10.82  0.0000
F -18.09 38.49 -11.14  -0.0029
C -20.45 41.54 -8.98  -0.0006
O -21.51 35.38 -14.50  0.0000
H -11.27 36.07 -13.45  0.0001
C -13.00 34.00 -14.75  0.0000
H -18.42 35.01 -10.03  0.0000
H -15.33 36.13 -17.51  0.0000
H -12.12 33.41 -15.03  0.0000
C -13.62 34.92 -16.89  0.0000
H -19.38 33.98 -8.88  0.0000
C -14.12 32.90 -14.80  0.0000
H -17.78 40.92 -14.81  0.0000
C -11.39 38.68 -8.49  0.0054
H -14.52 37.78 -8.57  0.0627
N -13.31 35.17 -15.47  0.0001
H -17.41 40.06 -8.30  0.0032
H -13.23 36.70 -7.94  -0.0104
H -14.08 37.10 -16.82  0.0000
H -13.68 37.57 -10.85  0.0014
H -11.31 40.97 -10.21  0.0531
H -20.98 37.35 -9.94  0.0000
H -18.77 34.83 -12.92  0.0000
O -14.28 42.36 -15.00  0.0000
H -20.61 37.75 -13.93  0.0000
C -12.27 41.03 -14.31  -0.0017
H -12.42 36.56 -10.47  -0.0007
H -14.46 36.09 -9.00  0.0052
Sn -14.05 41.02 -8.48  1.0059
C -10.81 40.31 -10.92  -0.0461
O -16.81 33.28 -7.82  0.0000
H -10.73 38.30 -11.31  0.0015
H -19.06 38.39 -17.90  0.0000
C -19.91 37.85 -8.11  -0.0006
H -13.71 31.97 -14.40  0.0000
H -12.77 34.52 -17.44  0.0000
F -14.79 38.97 -12.66  -0.0020
C -17.64 39.84 -7.26  0.0181
N -19.97 39.32 -7.98  0.0022
C -13.76 40.33 -16.17  0.0001
H -10.77 39.58 -8.47  -0.0064
H -11.21 35.65 -15.80  0.0000
H -17.78 37.93 -16.72  0.0000
C -21.03 37.25 -8.86  0.0007
H -17.27 38.84 -7.06  -0.0132
F -15.99 37.01 -11.33  -0.0014
F -17.05 38.14 -13.40  0.0002
H -12.83 40.02 -16.65  0.0000
H -16.17 34.25 -10.67  0.0000
H -11.30 37.70 -14.12  -0.0001
H -17.66 42.88 -9.40  -0.0002
H -19.46 40.93 -6.67  0.0008
H -12.21 39.14 -11.86  0.0168
C -18.50 34.60 -9.02  0.0000
H -12.80 34.13 -13.69  0.0000
As -16.40 38.74 -11.86  -0.0082
C -13.84 36.97 -8.81  -0.0278
H -12.12 36.96 -16.07  0.0000
H -16.38 41.91 -10.11  0.0135
H -9.87 40.19 -10.37  0.0035
H -15.06 33.12 -14.30  0.0000
H -16.46 41.90 -8.41  0.0379
C -19.69 34.38 -13.30  0.0000
H -14.43 40.60 -16.99  0.0000
C -14.24 36.22 -17.44  0.0000
H -14.54 34.33 -16.92  0.0000
H -12.78 36.96 -13.49  0.0003
C -13.49 41.40 -15.14  0.0007
H -21.29 41.62 -8.29  -0.0001
H -20.77 39.63 -9.89  0.0001
H -22.01 37.66 -8.59  -0.0003
C -19.12 39.91 -6.88  0.0214

Output
net charge = -1
orbital gap (spin up / spin down) = 5.9 / 6.1 eV
electronic energy = -4726.0824 hartree
2S+1 = 2
HOMO level (spin up / spin down) = -0.18539 / -0.19210 hartree
E_LUMO (spin up / spin down) = 0.83 / 0.92 eV

In the order shown, the computed max |F| values come out to 3.40; 8.28; 11.93; 4.92 eV/A.